Below is a structure of composition C67H45Cl18I2NO2, with properties calculated with the ωB97M-V functional and the def2-TZVPD basis.

Summary:
Highest occupied orbital energy, eV: -8.416
Lowest unoccupied orbital energy, eV: -0.502

The geometry in XYZ format:
```
135
Properties=species:S:1:pos:R:3:forces:R:3
C 3.59026 -3.01556 1.76456 0.6 -0.2 0.3
C 3.59612 -1.98164 0.67829 0.1 0.2 -0.2
I 5.27838 -2.10547 -0.59459 -0.2 -0.1 0.2
C 2.63758 -1.07396 0.50108 0.2 -0.5 0.1
I 2.68772 0.34082 -1.06408 -0.4 -0.3 0.2
C 1.47296 -1.06622 1.43404 0.1 0.0 -0.4
C 1.41329 -0.07239 2.43032 -0.1 0.1 -0.2
N 2.43435 0.89083 2.50352 -0.7 0.1 -0.3
C 0.35287 -0.03548 3.33240 -0.1 -0.1 -0.3
C -0.66425 -0.98065 3.27487 0.6 -0.2 -1.1
C -0.60795 -1.94379 2.27773 -0.1 -0.4 -0.4
C 0.44404 -2.00543 1.34631 -0.1 0.3 0.3
C 0.36576 -3.08232 0.28804 0.0 0.1 0.0
O 1.32498 -3.65686 -0.17615 -0.2 0.2 -0.1
C -1.02592 -3.42526 -0.13446 -0.2 0.3 0.1
C -2.01348 -3.34823 0.75187 0.4 -0.6 0.2
C -1.69113 -2.96520 2.15659 0.2 0.1 0.3
O -2.23307 -3.46183 3.12146 -0.3 0.2 -0.2
H 3.18414 -3.96566 1.41199 -0.1 0.2 -0.1
H 3.04821 -2.68923 2.65308 -0.2 0.0 -0.2
H 4.61660 -3.22459 2.07751 -0.1 0.1 0.0
H 2.07638 1.73121 2.94468 0.2 -0.1 0.3
H 2.69306 1.17611 1.56397 0.4 -0.1 0.1
H 0.36215 0.75064 4.07406 -0.1 0.0 0.0
H -1.51267 -1.00565 3.93272 -0.1 0.1 -0.1
H -1.23224 -3.70228 -1.16134 0.3 -0.2 0.0
H -3.03888 -3.56605 0.50180 0.1 -0.5 0.2
Cl 4.88568 6.28572 0.87806 -0.1 0.0 0.0
C 5.70962 4.80802 0.51813 0.0 0.1 0.0
C 5.03319 3.59785 0.44596 0.0 -0.1 0.0
Cl 3.32051 3.51118 0.70471 0.1 0.3 0.0
C 5.73000 2.43118 0.16415 0.1 -0.1 0.0
C 7.09719 2.47446 -0.04923 0.0 0.1 0.0
C 7.77426 3.68581 0.01661 0.0 -0.2 0.0
C 7.07957 4.84896 0.30054 0.1 -0.1 0.0
H 5.20523 1.48784 0.11189 -0.1 0.0 0.0
H 7.63442 1.56082 -0.26676 0.0 0.0 0.0
H 8.84472 3.72843 -0.15063 -0.3 -0.1 0.1
H 7.60391 5.79339 0.35377 -0.1 0.0 0.0
Cl -0.60211 -0.51908 6.02156 -0.1 0.0 1.5
C 0.38586 -1.44932 7.08857 -0.1 0.0 0.0
C 1.63809 -0.99349 7.47549 0.1 0.1 0.0
Cl 2.23099 0.53926 6.92308 0.0 0.0 0.0
C 2.42738 -1.76745 8.31206 0.0 -0.1 0.1
C 1.96285 -2.99210 8.76291 -0.1 0.0 0.0
C 0.70796 -3.44569 8.37814 0.1 0.1 0.0
C -0.07971 -2.67495 7.53938 0.0 -0.1 0.1
H 3.40333 -1.41519 8.61235 0.0 0.1 -0.1
H 2.58212 -3.59370 9.41439 0.0 0.0 0.0
H 0.34346 -4.40150 8.72958 0.0 0.0 0.0
H -1.05514 -3.02632 7.23253 0.0 0.1 -0.1
Cl 12.76302 7.55304 -1.20195 0.0 -0.1 0.0
C 12.19012 7.39335 0.42047 0.1 0.1 0.0
C 11.16599 6.51513 0.74608 -0.1 -0.1 0.1
Cl 10.40980 5.51985 -0.45072 0.3 0.3 -0.1
C 10.72530 6.41863 2.05835 0.0 0.0 0.1
C 11.30764 7.19558 3.04516 0.1 0.0 0.0
C 12.33559 8.07082 2.72130 -0.1 -0.1 0.0
C 12.77454 8.16895 1.41173 0.0 0.0 0.2
H 9.92532 5.73456 2.30786 0.0 0.0 -0.1
H 10.95966 7.11797 4.06620 0.0 0.0 0.0
H 12.79527 8.67780 3.48943 0.0 0.0 0.0
H 13.57383 8.85084 1.15728 0.0 0.0 -0.1
Cl -3.54026 -1.26112 0.06426 -0.5 0.8 -0.3
C -5.08895 -0.49159 -0.04532 0.0 0.0 0.1
C -5.57988 -0.03073 -1.26062 0.0 0.0 -0.1
Cl -4.67787 -0.21171 -2.72578 0.1 0.0 0.0
C -6.82162 0.58787 -1.31482 -0.1 0.0 0.0
C -7.57219 0.73611 -0.16393 -0.1 0.0 0.1
C -7.08710 0.26305 1.04580 0.1 0.0 0.0
C -5.84592 -0.34673 1.11028 -0.1 0.0 -0.1
H -7.20538 0.94912 -2.25909 0.1 -0.1 -0.1
H -8.54120 1.21693 -0.21006 0.0 0.0 0.0
H -7.67734 0.37182 1.94158 0.1 0.0 0.0
H -5.46728 -0.71610 2.05367 0.1 0.0 0.0
Cl 5.14322 -0.97800 6.33523 0.1 -0.1 0.0
C 6.22127 -2.21616 5.79782 0.0 0.1 -0.1
C 6.49067 -3.33670 6.57097 0.0 -0.1 0.0
Cl 5.75504 -3.56608 8.12066 0.0 0.1 0.0
C 7.36744 -4.30583 6.10455 0.1 -0.1 -0.1
C 7.97181 -4.15882 4.86754 0.0 0.1 0.0
C 7.69890 -3.04043 4.09095 0.0 -0.1 0.0
C 6.82608 -2.07181 4.55651 0.1 -0.1 -0.1
H 7.57680 -5.17646 6.71035 -0.1 0.0 0.1
H 8.65520 -4.91676 4.50930 0.0 0.0 0.0
H 8.16613 -2.92269 3.12246 0.0 0.0 0.0
H 6.61175 -1.19947 3.95415 -0.1 0.0 0.1
Cl -0.73885 1.90652 -1.99484 -0.1 -0.1 0.0
C -1.26495 1.25823 -3.50803 0.0 0.2 0.0
C -1.33723 -0.10988 -3.72557 0.0 -0.1 -0.1
Cl -0.91396 -1.24227 -2.49372 0.0 0.0 0.0
C -1.75835 -0.59483 -4.95555 -0.1 0.0 -0.2
C -2.10881 0.28479 -5.96587 0.0 0.1 0.0
C -2.04055 1.65416 -5.74804 0.0 0.0 0.0
C -1.61863 2.13821 -4.52129 -0.1 0.0 -0.1
H -1.81164 -1.66200 -5.12172 0.0 0.0 0.1
H -2.43547 -0.09793 -6.92387 0.0 0.0 0.0
H -2.31535 2.34300 -6.53492 0.0 0.0 0.0
H -1.56376 3.20425 -4.34921 0.0 0.0 0.1
Cl -10.28265 0.06698 2.03801 -0.3 0.0 0.0
C -10.82771 -0.96970 0.76307 0.1 -0.1 0.1
C -11.52034 -0.47215 -0.33200 0.0 0.0 -0.1
Cl -11.87267 1.21370 -0.48810 0.0 0.0 0.0
C -11.93977 -1.33479 -1.33507 0.0 -0.1 0.0
C -11.66656 -2.68939 -1.24644 0.0 0.0 0.1
C -10.96935 -3.18577 -0.15338 -0.1 0.1 0.0
C -10.55106 -2.32677 0.84867 0.0 -0.1 -0.1
H -12.47930 -0.94504 -2.18698 0.0 0.1 0.0
H -11.99639 -3.35761 -2.03128 0.0 0.0 0.0
H -10.75006 -4.24278 -0.08218 0.0 0.0 0.0
H -10.00668 -2.71077 1.70026 0.0 0.1 0.0
Cl -8.15050 -2.42850 -2.11765 0.1 0.1 0.0
C -8.89534 -3.48486 -3.25918 0.1 0.0 0.1
C -9.69177 -2.99390 -4.28502 -0.1 0.0 -0.1
Cl -9.96834 -1.29812 -4.47969 0.0 0.0 0.1
C -10.28534 -3.87169 -5.18137 0.0 -0.1 0.0
C -10.08286 -5.23587 -5.05609 0.0 0.0 0.1
C -9.28282 -5.72709 -4.03270 0.0 0.0 0.0
C -8.69163 -4.85248 -3.13653 -0.1 -0.1 -0.1
H -10.90664 -3.48651 -5.97800 0.0 0.1 0.0
H -10.54893 -5.91553 -5.75662 0.0 0.0 0.0
H -9.11991 -6.79176 -3.93276 0.0 0.0 0.0
H -8.06933 -5.23203 -2.33786 0.0 0.1 0.0
Cl -1.28498 6.11308 -8.80576 -0.1 0.0 0.0
C -0.51454 4.62171 -9.21658 0.1 0.1 0.0
C -1.22900 3.43472 -9.30202 0.0 -0.1 0.0
Cl -2.93371 3.38260 -9.01258 0.0 0.1 0.0
C -0.57522 2.25431 -9.62548 0.1 -0.1 0.0
C 0.78799 2.25833 -9.86631 0.0 0.1 0.0
C 1.50217 3.44616 -9.78608 -0.1 -0.1 0.0
C 0.85141 4.62428 -9.46138 0.1 -0.1 0.0
H -1.13427 1.33098 -9.68863 -0.1 0.0 0.0
H 1.29296 1.33521 -10.11639 0.0 0.0 0.0
H 2.56690 3.45454 -9.97580 0.0 0.0 0.0
H 1.40580 5.55005 -9.39665 -0.1 0.0 0.0
```
Positions in Å, forces in eV/Å.

Results of the Mulliken charge analysis, in e, for atoms 1 through 6: number 1, C, carries -1.446; number 2, C, carries 0.167; number 3, I, carries 0.028; number 4, C, carries -1.572; number 5, I, carries 0.189; number 6, C, carries 0.243

***

Below is the molecule C18H20N2O4, with properties calculated with the ωB97M-V functional and the def2-TZVPD basis.

Summary:
Highest occupied orbital energy, eV: -9.137
Energy relative to the best compared isomer or geometry (same formula, charge and spin), eV: 5.035
Lowest unoccupied orbital energy, eV: 0.440
SMILES: N[C@@H](Cc1ccccc1)C(=O)N[C@@H](Cc1ccc(O)cc1)C(=O)O

The geometry in XYZ format:
```
44
Properties=species:S:1:pos:R:3:forces:R:3
C 1.08264 -0.39293 0.30455 -3.6 0.3 3.3
C -0.50564 -0.25243 0.48808 3.5 0.1 0.7
C 1.61981 -1.74643 0.51610 1.8 -3.0 1.1
C 0.75112 -2.70153 1.37638 -0.6 0.7 1.9
C 0.84572 -2.59309 2.82945 0.7 0.5 -2.0
C -0.30540 -3.50061 0.91583 -1.1 -0.1 1.3
C -0.06325 -3.28631 3.54847 -0.4 -0.6 4.3
C -1.37347 -4.10710 1.73063 0.9 0.7 -1.5
C -1.21196 -3.93754 3.12607 1.3 0.0 -4.5
C -1.07288 -0.07321 -2.17129 1.9 2.9 -1.4
C -0.72893 -1.33648 -2.99437 -1.4 -0.6 0.4
C 0.01692 1.04250 -2.57612 1.4 -1.4 -1.9
C 0.03967 2.37184 -1.90322 -0.6 0.6 1.3
C -1.09943 2.96066 -1.41413 1.6 1.6 1.2
C 1.18095 3.05191 -1.48533 -0.5 0.1 2.1
C -1.14999 4.04289 -0.52101 -2.5 -0.2 1.0
C 1.15632 4.03919 -0.47972 0.9 0.4 -1.6
C -0.05415 4.66021 -0.05686 4.0 -1.2 -0.8
H 1.92849 1.29800 0.52624 0.4 1.7 0.0
H 0.97450 0.94689 1.86832 0.7 -0.2 -0.9
H 1.07947 -0.16867 -0.69278 1.2 1.0 -2.4
H 1.95973 -2.16509 -0.45170 -0.5 -0.2 0.4
H 2.58374 -1.66344 1.11307 -1.0 0.2 -0.8
H 1.56792 -1.97804 3.43761 -0.5 -0.7 -1.3
H -0.37731 -3.61924 -0.12708 -0.1 -0.3 -1.3
H 0.12644 -3.34745 4.68455 -0.4 0.4 -1.7
H -2.27444 -4.64889 1.12935 2.4 1.3 1.9
H -1.88509 -4.40768 3.72141 -1.7 -1.0 2.2
H -1.99815 -0.18041 -0.38026 -3.1 0.1 -0.2
H -2.04231 0.36986 -2.57533 0.9 -1.1 1.0
H 1.00776 0.49345 -2.47147 -0.9 1.0 0.0
H 0.01459 1.25412 -3.68305 -0.5 -0.7 0.9
H -2.02409 2.68226 -1.67589 -3.3 -1.8 -1.0
H 2.12210 2.67167 -1.72398 1.5 -0.6 -0.6
H -2.07735 4.24111 0.06780 0.3 0.1 -1.3
H 2.17871 4.38471 -0.16564 -1.3 0.0 -0.1
H 0.78210 5.51968 1.39119 -1.3 0.8 -1.2
H -0.87184 -2.09622 -1.44439 -0.6 -1.4 0.5
N 1.66246 0.60074 1.16844 -0.1 -0.1 0.9
N -1.10540 -0.28216 -0.73649 -2.1 -0.6 0.1
O -1.12224 -0.05381 1.52819 0.7 -0.4 -1.6
O -0.44334 -1.34938 -4.13404 0.6 0.8 -1.9
O 0.05027 5.74651 0.73730 0.5 -0.4 2.1
O -0.94478 -2.49006 -2.34488 0.6 1.2 1.4
```
Positions in Å, forces in eV/Å.

Results of the Mulliken charge analysis, in e, for atoms 1 through 6: number 1, C, carries 2.031; number 2, C, carries 0.297; number 3, C, carries -1.643; number 4, C, carries 0.425; number 5, C, carries -0.453; number 6, C, carries -0.166

***

Below is a structure of composition C23H13F3N5PrS2, with properties calculated with the ωB97M-V functional and the def2-TZVPD basis.

Summary:
Highest occupied orbital energy (alpha / beta), eV: -8.141 / -8.142
Energy relative to the best compared isomer or geometry (same formula, charge and spin), eV: 0.000
Lowest unoccupied orbital energy (alpha / beta), eV: -1.129 / -1.083
Multiplicity: 3

The geometry in XYZ format:
```
47
Properties=species:S:1:pos:R:3:forces:R:3
Pr 17.62486 9.53999 4.30645 -1.5 0.5 0.7
S 19.09424 8.98458 6.65232 -0.9 -1.1 -0.4
C 19.04133 10.63280 6.25039 1.5 2.1 1.0
S 17.58797 11.62576 6.18668 0.8 -0.9 -0.3
C 20.32295 11.20800 6.00396 -1.3 -0.1 -0.1
C 21.39826 10.37419 5.65151 2.1 -1.0 -0.2
N 22.31408 9.75173 5.26939 -1.2 1.2 0.9
C 20.54511 12.59770 5.82746 0.2 2.1 -0.6
N 20.76198 13.72231 5.59052 -0.3 -1.9 0.7
N 20.89511 9.53316 2.89110 0.5 -1.1 -0.3
C 20.32231 10.77483 2.81490 0.9 1.3 0.2
C 21.25695 11.84038 2.79180 -0.6 0.7 -0.4
C 20.79601 13.15505 2.73473 -0.3 -1.4 0.4
C 19.40473 13.41437 2.70381 0.1 -1.4 0.2
C 18.57119 12.29589 2.72396 1.2 0.0 0.6
N 19.02139 10.99970 2.88659 -0.4 0.9 -1.2
C 20.37396 8.31244 3.29828 0.2 -0.3 0.3
C 21.20240 7.41903 4.02420 -1.3 -0.8 0.7
C 20.58914 6.31348 4.64287 0.1 0.9 -1.2
C 19.23858 5.98621 4.37521 0.2 0.5 -0.4
C 18.56707 6.87377 3.55293 0.1 0.0 -0.2
N 19.09042 8.04190 3.06051 0.5 -1.0 0.1
H 21.90746 9.60712 3.00400 -0.6 -0.2 0.2
H 22.31560 11.61582 2.94908 -0.4 0.2 -0.3
H 21.53276 13.92714 2.83549 0.0 0.4 0.0
H 19.01621 14.40672 2.89744 -0.1 -0.1 -0.6
H 17.49666 12.36176 2.70618 -0.2 0.3 0.2
H 22.20275 7.73271 4.27500 0.1 -0.2 -0.1
H 21.14331 5.69401 5.31751 0.4 -0.2 0.2
H 18.75559 5.08068 4.77889 0.3 0.7 -0.3
H 17.54074 6.72133 3.21606 0.0 -0.2 0.3
F 7.61185 9.60742 3.87780 0.7 1.4 0.2
C 8.39884 10.68108 4.19879 -1.4 0.9 0.6
F 8.19164 11.70976 3.31054 -0.5 -1.1 0.7
F 7.92100 11.17293 5.43688 0.7 -0.9 -1.9
C 9.83932 10.35902 4.19897 1.6 -0.8 0.6
C 10.31645 9.02895 4.35544 0.8 1.1 -0.2
C 11.69240 8.76257 4.34742 -0.1 1.1 -0.3
C 12.61900 9.81866 4.16997 -2.8 1.0 0.6
C 12.13337 11.15233 4.14236 0.0 -0.3 -0.3
C 10.76785 11.42239 4.12257 0.1 -0.3 0.0
C 13.98505 9.64976 4.10988 4.3 -1.4 0.1
C 15.20941 9.40789 4.11355 -2.2 0.5 -0.2
H 9.67537 8.17811 4.45950 -0.6 0.0 0.0
H 12.07667 7.76286 4.47428 -0.1 -0.1 -0.1
H 12.89329 11.94935 4.10079 -0.7 -0.3 0.0
H 10.44529 12.46658 4.01346 0.0 -0.6 0.2
```
Positions in Å, forces in eV/Å.

Results of the Mulliken charge analysis, in e, for atoms 1 through 6: number 1, Pr, carries 0.558; number 2, S, carries -0.311; number 3, C, carries 0.443; number 4, S, carries -0.272; number 5, C, carries 0.442; number 6, C, carries 0.233

***

Below is a cluster of 2 separate species, C5H10O in total, with properties calculated with the ωB97M-V functional and the def2-TZVPD basis.

Summary:
Highest occupied orbital energy, eV: -8.516
Energy relative to the best compared isomer or geometry (same formula, charge and spin), eV: 4.418
Lowest unoccupied orbital energy, eV: 0.913

The geometry in XYZ format:
```
16
Properties=species:S:1:pos:R:3:forces:R:3
C -2.07675 -1.31016 0.30362 -0.1 -0.1 -0.2
O -1.59105 -0.31596 1.22928 0.1 0.4 0.1
C -1.36014 0.91667 0.88245 -0.2 -0.4 -0.1
C 1.49467 1.87012 -0.21200 0.0 -0.1 -0.1
C 1.38607 0.67980 -0.79636 0.0 0.2 0.1
C 1.48088 -0.63015 -0.05910 0.0 -0.1 0.0
H -2.72946 -1.98214 0.86316 0.1 0.1 -0.1
H -1.21975 -1.86324 -0.08749 -0.1 0.1 0.1
H -2.62102 -0.82371 -0.51188 0.1 -0.1 0.1
H -1.62378 0.99386 -0.21364 0.0 0.1 0.2
H 1.64296 1.96652 0.86141 -0.1 0.0 -0.1
H 1.44381 2.79295 -0.78368 0.0 -0.2 0.1
H 1.23638 0.63148 -1.87532 0.1 0.0 0.1
H 0.96110 -1.43261 -0.59451 0.1 0.1 0.1
H 1.05100 -0.54698 0.94494 0.1 0.0 -0.1
H 2.52508 -0.94644 0.04915 -0.1 0.0 0.0
```
Positions in Å, forces in eV/Å.

Results of the Mulliken charge analysis, in e, for atoms 1 through 6: number 1, C, carries -0.557; number 2, O, carries -0.158; number 3, C, carries -0.223; number 4, C, carries -0.703; number 5, C, carries 0.036; number 6, C, carries -0.917

***

Below is the molecule C4H5FO, with properties calculated with the ωB97M-V functional and the def2-TZVPD basis.

Summary:
Highest occupied orbital energy, eV: -9.892
Energy relative to the best compared isomer or geometry (same formula, charge and spin), eV: 1.354
Lowest unoccupied orbital energy, eV: 0.245
SMILES: O=C/C=C/CF

The geometry in XYZ format:
```
11
Properties=species:S:1:pos:R:3:forces:R:3
C -0.47691 -0.72163 0.06541 -2.3 -0.3 -1.0
C -1.94596 -0.62453 -0.02623 2.8 2.3 -0.7
C 0.08512 0.44148 0.01411 1.9 3.6 0.0
C 1.56926 0.59397 0.05622 1.8 -0.2 2.2
O -2.39113 0.34768 -0.56050 -2.2 0.3 -0.6
F 2.10617 -0.55316 -0.50222 0.5 -0.2 -0.6
H -0.10503 -1.67572 -0.11098 1.4 -1.4 0.6
H -2.43686 -1.29995 0.55775 -2.4 -2.3 1.3
H -0.50937 1.40146 -0.19770 0.7 -1.7 0.9
H 2.11276 0.59764 1.12082 -1.8 0.2 -1.7
H 1.99194 1.49276 -0.41668 -0.4 -0.4 -0.4
```
Positions in Å, forces in eV/Å.

Results of the Mulliken charge analysis, in e, for atoms 1 through 6: number 1, C, carries -0.349; number 2, C, carries -0.045; number 3, C, carries -0.156; number 4, C, carries -0.283; number 5, O, carries -0.463; number 6, F, carries -0.281